{
  "formula": "C4H6N2O2RuSSe2Te2",
  "method": "ωB97M-V with the def2-TZVPD basis set",
  "gap_ev": [5.6, 5.1],
  "multiplicity": 2,
  "largest_force_ev_per_a": 3.17,
  "homo_ev": [-4.74, -4.66],
  "charge": -1,
  "elements": ["Ru", "Se", "Te", "Te", "Se", "N", "C", "C", "C", "O", "O", "H", "H", "H", "H", "H", "H", "S", "C", "N"],
  "xyz": [[-0.871, 0.474, -1.045], [-2.506, -2.761, 1.095], [-2.438, -1.685, -1.069], [-3.418, 0.958, -0.871], [-1.578, 2.781, -0.780], [-0.733, 0.267, 1.281], [0.587, 0.427, 1.909], [1.608, -0.429, 1.178], [2.017, 0.331, -0.055], [3.061, 0.946, -0.094], [1.135, 0.285, -1.021], [-1.398, 0.913, 1.696], [-1.075, -0.678, 1.481], [0.554, 0.145, 2.965], [0.875, 1.477, 1.846], [1.159, -1.385, 0.901], [2.486, -0.599, 1.798], [1.166, -1.251, -4.511], [0.105, -0.403, -3.644], [-0.737, 0.188, -3.059]],
  "atomic_forces_ev_per_a": [[2.081, -1.831, 1.534], [0.121, 0.164, -0.120], [0.425, -0.204, 0.069], [-1.056, 1.346, -0.136], [-0.611, -0.153, 0.228], [-0.267, 0.290, -0.837], [-0.097, -0.016, 0.045], [0.134, -0.136, 0.162], [-0.073, -0.262, 0.018], [-0.024, 0.084, -0.195], [-0.306, 0.479, -0.833], [-0.058, 0.032, -0.119], [-0.113, 0.082, -0.087], [-0.115, 0.022, 0.027], [-0.014, 0.023, 0.062], [0.014, -0.033, 0.085], [-0.011, 0.014, 0.028], [-0.081, 0.127, 0.065], [-0.213, -0.109, -0.392], [0.264, 0.081, 0.395]]
}